Entry from OMol25: a 25-piece molecular cluster, C25H100O25 overall at a distorted geometry (wB97M-V/def2-TZVPD).

```
150
Properties=species:S:1:pos:R:3:forces:R:3:lowdin_charge:R:1
C -3.61708 3.84008 1.64667 0.1781 0.2717 0.5919 -0.171
O -3.32558 5.20991 1.64978 -0.1423 1.1219 -0.6247 -0.120
H -4.54264 3.62997 1.11067 -0.0644 -0.2444 -0.0357 0.077
H -2.75414 3.35429 1.19121 -0.2280 -0.8009 0.2240 0.067
H -3.73428 3.65016 2.71357 -0.0198 -0.8123 -0.2205 0.076
H -3.17105 5.41678 0.72515 0.0721 0.5656 -0.0224 0.071
C -4.00693 2.59159 -1.51729 0.0827 0.2996 -0.0006 -0.174
O -3.80096 1.96693 -2.73908 -0.7934 -1.2316 -1.2839 -0.122
H -5.05653 2.53434 -1.22893 0.0299 -0.1896 -0.1340 0.063
H -3.38651 2.08808 -0.77590 0.0441 0.5144 0.4541 0.071
H -3.78043 3.64208 -1.69971 0.2156 0.3319 0.8657 0.084
H -2.86666 2.02605 -2.95166 0.4391 0.1268 0.0948 0.035
C -0.15443 5.13554 2.52357 0.7508 -0.6134 -1.3137 -0.084
O 0.68357 3.94159 2.49856 -0.4684 0.4786 1.0343 -0.148
H -0.83090 4.98178 1.68283 -0.3850 0.5844 0.2802 0.060
H -0.70441 5.30903 3.44852 0.2727 -0.5610 0.0236 0.090
H 0.49884 5.98132 2.30911 -0.2109 0.2320 0.1139 0.079
H 1.10187 3.95761 1.63464 0.1981 -0.0145 -0.3008 0.043
C -0.21213 -2.39465 -3.55157 -0.9757 -0.6502 0.2041 -0.143
O 0.41114 -2.39637 -2.28031 0.8770 0.5741 0.1851 -0.139
H 0.20691 -3.18253 -4.17747 -0.0597 -0.2502 0.0334 0.072
H -1.26399 -2.57390 -3.32893 -0.1947 -0.0699 -0.8341 0.067
H -0.15384 -1.48315 -4.14644 0.2852 0.4123 0.5762 0.078
H -0.22951 -2.65373 -1.61327 0.0335 0.0824 -0.1427 0.062
C 5.74616 -1.30375 -2.33586 0.3439 0.0303 0.4985 -0.169
O 6.28375 -2.55477 -1.99692 0.9862 -0.1237 -0.1897 -0.111
H 5.12295 -1.29303 -3.23006 -0.1525 -0.2191 -0.0577 0.064
H 5.22839 -0.84648 -1.49271 -0.3991 0.0168 -0.0154 0.058
H 6.59976 -0.64958 -2.51347 0.0052 -0.0527 -0.1769 0.074
H 5.67267 -3.23476 -1.70400 -0.8261 0.2124 -0.2181 0.051
C -0.56790 3.56811 -1.59146 0.0472 0.1664 -0.8163 -0.089
O -0.96413 2.42316 -2.39400 0.3490 1.0310 0.4916 -0.137
H -1.41081 4.20706 -1.32812 -0.3498 -0.4286 0.4179 0.071
H 0.00563 3.22154 -0.73177 -0.1599 0.3015 0.0900 0.080
H 0.05007 4.23909 -2.18811 0.3454 -0.2935 -0.0522 0.066
H -0.79941 1.69788 -1.78701 -0.4324 -0.7392 -0.0349 0.040
C -3.95240 -2.18380 0.80729 0.4691 -0.3733 1.1217 -0.128
O -2.87689 -1.46732 1.36254 1.2977 1.6542 -1.0283 -0.153
H -3.59548 -3.21045 0.72546 -0.7218 -0.3948 -0.1471 0.078
H -4.74922 -2.04834 1.53862 -0.6557 -0.5838 -0.4904 0.079
H -4.21720 -1.82098 -0.18586 0.1437 0.2639 0.1744 0.075
H -2.63515 -1.76940 2.24112 -0.5190 -0.3901 0.2257 0.033
C -3.75427 -4.08013 4.14746 0.4614 1.5031 1.3756 -0.101
O -3.31526 -2.71658 3.93573 0.1272 -0.0036 -0.9251 -0.169
H -4.83705 -4.07042 4.27230 -0.0335 -0.5075 -0.5230 0.083
H -3.33204 -4.71492 3.36844 -0.3950 0.1575 0.0513 0.082
H -3.32380 -4.31031 5.12204 -0.0460 -0.8905 -0.0546 0.079
H -3.50910 -2.16996 4.70074 -0.1375 -0.1933 0.0866 0.078
C -4.31780 -2.05082 -3.70950 0.7416 -0.1156 0.5529 -0.163
O -3.47829 -0.91678 -3.69787 0.1459 0.3650 -0.2424 -0.130
H -3.86852 -2.74137 -2.99578 -0.1468 -0.5567 -0.0044 0.055
H -5.33642 -1.88130 -3.36056 -0.1205 0.2310 -0.3680 0.078
H -4.26342 -2.49213 -4.70468 -0.3878 -0.0499 0.0412 0.080
H -3.88566 -0.15351 -3.28184 -0.1998 0.2833 0.0873 0.039
C -1.26231 -5.68796 -1.92870 0.7130 -0.3441 -0.7945 -0.162
O -1.04187 -7.05299 -1.62435 0.2808 -0.2033 0.4965 -0.122
H -1.88858 -5.72651 -2.81999 -0.7255 1.0183 0.3209 0.083
H -1.59160 -5.14088 -1.04531 -0.5469 -0.2182 -0.2504 0.074
H -0.32894 -5.22396 -2.24748 0.2285 0.2316 0.0924 0.062
H -0.58995 -7.38000 -2.40565 0.0742 -0.4485 0.1581 0.074
C -1.62464 1.63126 3.42846 -1.4119 2.0927 -0.6007 -0.202
O -0.27752 1.61831 3.62582 1.5281 -2.0636 1.1590 -0.112
H -1.91657 1.44384 2.39514 -0.0797 -0.6549 -0.1743 0.063
H -2.24184 1.07263 4.13209 0.5539 -0.6969 0.0648 0.073
H -1.98536 2.64878 3.57890 -0.2466 0.3516 0.1120 0.061
H 0.19022 2.40937 3.34824 -0.1770 0.6631 -0.4792 0.037
C -6.87979 0.65623 -0.06880 -1.2469 -1.5778 -0.0784 -0.132
O -7.95530 0.01289 -0.79361 0.1818 0.4967 -0.2297 -0.132
H -7.05038 1.72238 -0.21825 0.4823 -0.1741 0.1181 0.083
H -7.00121 0.34546 0.96888 0.1369 0.5692 0.3533 0.060
H -5.92167 0.24403 -0.38535 0.2360 0.6155 -0.2970 0.063
H -7.90321 -0.94263 -0.71705 0.1903 0.0251 0.1458 0.065
C 5.95731 2.59239 -1.09890 -0.3342 1.1265 -0.6223 -0.139
O 7.00828 1.68484 -1.34514 0.1507 -0.4285 0.0321 -0.131
H 5.95641 3.35950 -1.87326 0.0233 0.2185 -0.0222 0.079
H 4.94982 2.17877 -1.14359 0.1534 -0.6672 0.0084 0.068
H 6.04498 3.10617 -0.14159 0.3882 -0.2923 0.1138 0.080
H 7.48085 1.85659 -2.16293 -0.3068 0.2687 0.0310 0.099
C -0.41284 -3.71090 2.59881 -0.8574 -0.7522 0.5499 -0.141
O 0.91189 -4.05343 2.93311 0.1545 -0.0220 -1.5489 -0.117
H -0.63493 -2.64931 2.49019 0.3311 0.2017 0.3532 0.071
H -0.79216 -4.16891 1.68533 0.8190 -0.2019 -0.4518 0.080
H -1.05908 -4.18917 3.33484 -0.3309 0.5149 0.3356 0.067
H 1.05069 -3.91711 3.87319 0.0277 0.3999 0.4842 0.037
C 2.65279 0.44218 -2.79882 -0.6687 -1.2504 0.2513 -0.124
O 3.17659 1.65677 -3.24101 0.7211 0.5128 -0.4944 -0.112
H 3.13130 -0.41341 -3.27536 0.1012 0.0247 -0.1313 0.067
H 2.82353 0.31713 -1.72956 -0.1287 0.2857 -0.0245 0.085
H 1.59156 0.40127 -3.04422 -0.1864 -0.1623 0.3567 0.084
H 2.93115 1.72931 -4.16626 0.0968 0.0935 -0.2931 0.107
C 3.38150 5.14447 0.64428 -0.2740 -1.0060 -2.7323 -0.082
O 2.09850 5.10323 -0.10011 0.4564 0.6004 2.3670 -0.158
H 3.24611 4.90459 1.69891 -0.1602 0.4523 -0.2266 0.083
H 4.01295 4.39337 0.16971 -0.0679 -0.8353 0.4464 0.049
H 4.02104 5.98311 0.36903 -0.6981 0.9339 0.7531 0.076
H 2.21077 4.99909 -1.04782 0.6524 -0.4102 -0.3146 0.018
C 0.47056 -1.78062 5.57587 0.7472 -0.7427 0.5118 -0.068
O 1.07336 -3.14090 5.53739 -0.6734 1.4654 -0.4335 -0.132
H 0.98274 -1.14589 4.85276 0.0257 -0.4323 -0.1386 0.068
H -0.59992 -1.72976 5.37690 0.0103 -0.4810 -0.1735 0.069
H 0.65288 -1.33761 6.55495 0.0025 -0.0950 0.0687 0.081
H 0.60454 -3.73824 6.12475 -0.1756 0.2134 0.2354 0.084
C 0.11094 0.20981 0.23975 0.7059 -0.7020 1.7975 -0.156
O -1.16007 0.58944 -0.16999 -0.4722 0.7962 -1.3298 -0.122
H 0.36809 -0.82137 -0.00243 0.0031 -0.0896 -0.3830 0.076
H 0.92493 0.85424 -0.09226 -0.3862 0.2612 -0.4384 0.080
H 0.10572 0.27594 1.32773 0.4536 -0.0055 0.2858 0.061
H -1.80000 0.03736 0.28531 -0.2864 -0.3273 0.1747 0.050
C 3.16065 -4.07008 -3.21604 0.8830 1.5940 0.9159 -0.121
O 3.90599 -4.39675 -2.01005 -0.6197 -0.1587 -1.1798 -0.131
H 3.88631 -3.75226 -3.96470 0.0527 -0.8425 -0.3044 0.080
H 2.41315 -4.79251 -3.54383 0.3779 -0.3233 0.0229 0.075
H 2.65954 -3.12245 -3.01860 -0.5338 -0.0782 0.0484 0.049
H 3.27096 -4.25467 -1.30426 -0.0677 -0.1933 0.7095 0.032
C 2.41136 -6.01353 0.93548 -0.5137 -0.1351 1.3064 -0.143
O 2.34933 -4.65777 0.48835 0.8298 -0.6879 -0.4762 -0.133
H 2.85453 -6.14528 1.92258 0.2737 0.7168 0.3696 0.070
H 1.38062 -6.31544 1.12126 -0.0141 -0.7244 -0.5766 0.074
H 3.02564 -6.72154 0.37915 -0.4772 0.5572 -1.0048 0.084
H 1.92789 -4.19676 1.21736 -0.0746 0.3153 0.3479 0.036
C 6.32660 -0.85039 1.11201 0.1174 -0.3959 0.0314 -0.179
O 6.98089 0.36816 0.87168 -0.1390 0.0354 0.7173 -0.117
H 6.88722 -1.66798 0.65885 -0.0969 -0.2630 0.0879 0.079
H 6.22899 -1.02187 2.18400 0.2517 0.1193 0.0492 0.077
H 5.30927 -0.87787 0.72164 -0.1897 0.0568 -0.2298 0.050
H 7.17500 0.43433 -0.06616 -0.0015 0.2161 -0.1683 0.027
C 3.09777 4.79460 -3.69792 -0.6328 2.1530 -0.7653 -0.172
O 2.54583 4.09813 -2.66599 -0.8927 -0.2489 1.5903 -0.150
H 2.74816 5.82237 -3.60015 0.4795 0.4720 0.3961 0.084
H 4.18593 4.78797 -3.63498 0.0728 -0.1428 -0.8220 0.088
H 2.55580 4.58795 -4.62077 0.9151 -0.7816 -0.7060 0.088
H 2.74403 3.17365 -2.83229 -0.0365 -0.8343 0.5072 0.017
C -5.68248 0.85533 4.09273 1.4073 0.3131 0.0648 -0.153
O -6.31032 1.39086 5.24555 -1.0482 0.0157 -0.6014 -0.105
H -6.12626 0.92876 3.09987 -1.4418 0.2095 0.5930 0.062
H -4.80639 1.47045 3.88731 0.7212 -0.4423 0.2005 0.061
H -5.45162 -0.19805 4.25146 0.3345 -0.0705 -0.1068 0.069
H -5.64201 1.54179 5.91799 0.0744 -0.0251 -0.1658 0.076
C 3.15557 0.15217 2.46713 0.1112 -0.5282 1.3012 -0.138
O 2.96689 1.03005 3.56959 -0.0879 0.8670 -0.1251 -0.123
H 3.76592 0.60026 1.68304 -0.2901 0.1888 0.1153 0.075
H 3.70765 -0.66547 2.93057 0.1539 -0.6143 -0.8403 0.077
H 2.16992 -0.19093 2.15270 0.1744 -0.1129 -0.6302 0.061
H 2.35633 0.56298 4.14463 -0.0950 0.3199 0.1690 0.045
C -1.45484 2.70128 -5.69494 -3.1295 -1.1283 1.3072 -0.206
O -0.20302 2.75509 -5.21882 4.0783 0.7034 -0.4077 -0.109
H -1.58999 2.11628 -6.60467 0.5630 0.4532 -0.2613 0.090
H -1.95047 2.09944 -4.93319 -1.1393 -0.2588 -0.1799 0.060
H -2.00418 3.64273 -5.69152 0.1335 0.3187 -0.5732 0.086
H -0.16372 3.07464 -4.31441 -0.3886 -0.2413 0.1214 0.051
```
Positions in Å, forces in eV/Å.

As for the relative energy (zero: lowest compared OMol25 entry of this formula, charge and spin): 3.640 eV. Its total charge is 0. Its total energy is -2892.95272 hartree. The calculation puts the HOMO-LUMO gap at 9.2 eV.